This record from the Open Molecules 2025 dataset describes 10 unconnected molecules or ions with the total composition C15H44N14O16S2 in a non-equilibrium geometry. The level of theory is the ωB97M-V functional and the def2-TZVPD basis.

Last column: Löwdin charge in e.
Positions of all 91 atoms, in Å:
O1 -6.06 -2.82 2.89  -0.262
S1 -4.63 -2.59 2.66  0.743
O2 -4.22 -1.15 2.48  -0.285
O3 -3.76 -3.38 3.85  -0.225
C1 -2.59 -3.97 3.20  -0.132
C2 -3.16 -4.51 1.83  -0.143
O4 -4.07 -3.49 1.43  -0.217
H1 -1.87 -3.15 3.14  0.126
H2 -2.18 -4.69 3.90  0.129
H3 -3.68 -5.47 1.88  0.132
H4 -2.34 -4.51 1.12  0.133
O5 -8.79 1.05 -1.78  -0.246
S2 -8.39 0.49 -3.08  0.746
O6 -8.53 1.20 -4.34  -0.251
O7 -6.81 -0.10 -3.02  -0.241
C3 -6.71 -1.30 -3.84  -0.140
C4 -8.00 -2.04 -3.39  -0.155
O8 -9.00 -1.03 -3.22  -0.224
H5 -6.70 -0.91 -4.86  0.121
H6 -5.77 -1.78 -3.58  0.132
H7 -7.83 -2.42 -2.38  0.127
H8 -8.37 -2.87 -3.99  0.131
C5 -1.34 6.74 -3.49  -0.176
C6 -2.67 6.86 -2.73  -0.158
C7 -3.22 5.40 -2.54  -0.136
O9 -2.10 4.58 -2.95  -0.158
C8 -1.36 5.28 -3.90  -0.253
H9 -0.49 6.92 -2.84  0.107
H10 -1.26 7.41 -4.35  0.110
H11 -3.41 7.53 -3.17  0.100
H12 -2.33 7.46 -1.89  0.098
H13 -3.99 5.23 -3.30  0.114
H14 -3.47 5.16 -1.51  0.116
H15 -1.74 5.17 -4.92  0.117
H16 -0.35 4.87 -3.87  0.120
N1 -1.65 -2.37 -7.13  0.165
C9 -1.12 -3.49 -6.75  -0.814
N2 -1.77 -4.54 -7.18  0.151
O10 -0.09 -3.63 -6.14  0.045
H17 -1.32 -1.45 -6.86  0.124
H18 -2.52 -2.40 -7.65  0.103
H19 -2.55 -4.36 -7.80  0.103
H20 -1.30 -5.42 -7.03  0.124
N3 -2.19 3.56 5.37  0.177
C10 -1.76 4.71 5.28  -0.865
N4 -2.70 5.57 5.04  0.152
O11 -0.73 5.09 5.78  0.041
H21 -1.60 2.91 5.87  0.138
H22 -2.95 3.26 4.77  0.127
H23 -2.49 6.51 5.32  0.121
H24 -3.63 5.24 4.79  0.109
N5 -0.21 -0.19 -1.29  0.172
C11 0.57 -0.27 -0.31  -0.855
N6 0.42 0.80 0.46  0.149
O12 1.35 -1.13 -0.07  0.066
H25 -0.59 0.73 -1.45  0.115
H26 0.09 -0.77 -2.06  0.133
H27 1.09 0.94 1.20  0.115
H28 -0.29 1.51 0.31  0.104
N7 5.22 2.27 -3.13  0.156
C12 5.14 1.94 -4.39  -0.810
N8 6.21 2.26 -5.00  0.157
O13 4.16 1.46 -4.94  0.033
H29 4.34 2.34 -2.64  0.122
H30 6.07 2.78 -2.90  0.102
H31 6.27 2.02 -5.98  0.128
H32 7.02 2.65 -4.53  0.113
N9 5.88 4.34 6.65  0.156
C13 6.12 3.36 5.86  -0.845
N10 7.39 3.16 5.75  0.166
O14 5.25 2.77 5.28  0.055
H33 6.52 4.55 7.40  0.110
H34 4.97 4.78 6.67  0.126
H35 8.03 3.65 6.35  0.110
H36 7.78 2.41 5.20  0.123
N11 2.14 -9.31 4.57  0.151
C14 2.12 -8.49 3.56  -0.810
N12 2.75 -7.41 3.80  0.176
O15 1.50 -8.77 2.54  0.010
H37 2.53 -9.00 5.45  0.107
H38 1.96 -10.27 4.33  0.123
H39 2.70 -6.56 3.26  0.132
H40 3.24 -7.40 4.68  0.111
N13 7.41 -1.58 2.31  0.156
C15 7.83 -2.54 3.06  -0.820
N14 8.57 -3.29 2.31  0.149
O16 7.60 -2.67 4.24  0.047
H41 7.73 -1.46 1.37  0.112
H42 6.70 -0.98 2.70  0.126
H43 8.77 -3.12 1.34  0.110
H44 9.21 -3.88 2.84  0.119

Results
Orbital gap ... 9.67 eV
Structure (SMILES) ... O=S1(=O)OCCO1.O=S1(=O)OCCO1.C1CCOC1.NC(N)=O.NC(N)=O.NC(N)=O.NC(N)=O.NC(N)=O.NC(N)=O.NC(N)=O

This record from the Open Molecules 2025 dataset describes a molecular structure, C4H6OS2 in a non-equilibrium geometry. The level of theory is the ωB97M-V functional and the def2-TZVPD basis.

Last column: natural (NBO) charge in e.
Positions of all 13 atoms, in Å:
C1 -0.31 -0.04 -0.02  -0.340
C2 0.57 -0.15 1.17  -0.428
C3 0.54 -0.96 -0.91  -0.493
C4 -0.64 1.34 -0.47  0.447
H1 -2.73 -0.11 -0.80  0.147
H2 0.57 -1.11 1.75  0.237
H3 0.54 0.70 1.68  0.226
H4 0.18 -2.06 -0.79  0.237
H5 0.68 -0.94 -2.11  0.239
H6 -1.23 1.38 -1.29  0.113
O1 -0.24 2.34 0.05  -0.487
S1 -1.91 -0.83 0.19  -0.022
S2 2.09 -0.28 -0.03  0.124

Results
Orbital gap ... 9.55 eV
Energy relative to the best compared isomer or geometry (same formula, charge and spin) ... 2.611 eV

This record from the Open Molecules 2025 dataset describes a gas-phase ion, C4H3O3 (charge -1) in a non-equilibrium geometry. The level of theory is the ωB97M-V functional and the def2-TZVPD basis.

Last column: natural (NBO) charge in e.
Positions of all 10 atoms, in Å:
C1 1.49 0.09 0.08  -0.705
C2 0.25 -0.88 0.07  0.421
O1 0.36 -2.14 0.03  -0.714
C3 -0.84 -0.12 -0.13  -0.134
C4 -2.09 0.28 -0.01  0.727
O2 -3.27 0.28 0.04  -0.630
O3 -1.19 1.36 -0.09  -0.591
H1 2.51 -0.41 0.12  0.204
H2 1.26 0.86 0.80  0.215
H3 1.53 0.67 -0.91  0.206

Results
Orbital gap ... 7.40 eV
Energy relative to the best compared isomer or geometry (same formula, charge and spin) ... 1.332 eV
Net charge ... -1
Structure (SMILES) ... CC(=O)C1=C([O-])O1

This record from the Open Molecules 2025 dataset describes a gas-phase ion, C9H22N3 (charge +1) in a non-equilibrium geometry. The level of theory is the ωB97M-V functional and the def2-TZVPD basis.

Last column: natural (NBO) charge in e.
Positions of all 34 atoms, in Å:
C1 -0.89 2.74 -0.13  -0.589
C2 -0.01 1.70 0.58  -0.435
C3 0.35 0.59 -0.37  0.243
N1 -0.77 0.08 -1.12  -0.643
C4 -1.58 -0.96 -0.70  -0.029
N2 -3.15 -0.42 -0.29  -0.567
C5 -3.79 -1.00 0.87  -0.460
N3 1.59 0.61 -1.21  -0.610
C6 1.56 -0.36 -0.09  0.114
C7 1.37 -1.79 -0.53  -0.629
C8 2.57 -0.13 1.00  -0.421
C9 3.97 -0.57 0.47  -0.631
H1 -0.43 3.10 -0.97  0.216
H2 -1.06 3.55 0.66  0.227
H3 -1.99 2.49 -0.33  0.169
H4 -0.45 1.40 1.42  0.205
H5 0.88 2.32 1.03  0.233
H6 -0.67 0.27 -2.07  0.414
H7 -1.15 -1.42 0.34  0.235
H8 -1.62 -1.75 -1.42  0.228
H9 -3.09 0.62 -0.30  0.438
H10 -3.72 -0.63 -1.11  0.424
H11 -4.10 -2.09 0.62  0.239
H12 -3.11 -1.11 1.81  0.251
H13 -4.79 -0.48 1.02  0.250
H14 2.31 1.24 -0.96  0.369
H15 0.40 -1.88 -1.05  0.196
H16 1.46 -2.44 0.36  0.220
H17 2.24 -2.06 -1.28  0.243
H18 2.58 0.93 1.27  0.207
H19 2.26 -0.62 1.86  0.216
H20 3.98 -1.65 0.38  0.227
H21 4.78 0.06 0.79  0.241
H22 4.05 -0.31 -0.57  0.208

Results
Orbital gap ... 9.24 eV
Energy relative to the best compared isomer or geometry (same formula, charge and spin) ... 1.692 eV
Net charge ... +1
Structure (SMILES) ... CC[C@@]1(NC[NH2+]C)N[C@@]1(C)CC

This record from the Open Molecules 2025 dataset describes 15 unconnected molecules or ions with the total composition C4H39NO15 in a non-equilibrium geometry. The level of theory is the ωB97M-V functional and the def2-TZVPD basis.

Last column: natural (NBO) charge in e.
Positions of all 59 atoms, in Å:
C1 -1.48 3.30 -0.22  -0.432
C2 -0.38 2.92 -1.15  0.063
C3 -0.91 2.55 -2.54  -0.672
O1 0.33 1.74 -0.63  -0.708
C4 -2.69 2.30 -0.09  -0.269
N1 -2.40 0.88 0.38  -0.429
H1 -1.01 3.41 0.83  0.280
H2 -1.94 4.24 -0.65  0.271
H3 0.51 3.50 -1.12  0.275
H4 -0.23 2.72 -3.30  0.240
H5 -1.66 3.29 -2.79  0.230
H6 -1.33 1.54 -2.62  0.238
H7 -0.27 1.26 -0.01  0.461
H8 -3.48 2.76 0.62  0.301
H9 -3.00 2.14 -1.15  0.251
H10 -2.58 0.81 1.38  0.435
H11 -2.90 0.20 -0.17  0.421
H12 1.34 2.26 1.90  0.483
H13 2.23 2.65 0.81  0.450
O2 1.74 3.08 1.41  -0.944
H14 2.92 -0.17 -2.22  0.499
H15 4.15 -0.28 -1.23  0.487
O3 3.44 -0.70 -1.63  -1.004
H16 -0.89 -3.76 -2.29  0.509
H17 -0.34 -2.99 -0.96  0.507
O4 -0.94 -3.13 -1.61  -0.983
H18 -2.53 -1.83 1.08  0.454
H19 -1.85 -3.11 0.62  0.509
O5 -2.24 -2.65 1.44  -0.937
H20 3.08 -2.41 0.96  0.467
H21 3.97 -1.78 -0.15  0.497
O6 3.97 -1.94 0.89  -0.975
H22 -2.47 -1.40 3.74  0.485
H23 -1.61 -0.23 4.01  0.479
O7 -2.55 -0.42 3.98  -0.961
H24 -1.70 -1.68 -2.42  0.519
H25 -3.19 -1.21 -2.21  0.472
O8 -2.33 -0.86 -2.49  -1.013
H26 0.76 0.55 3.27  0.529
H27 0.28 0.27 1.67  0.481
O9 0.48 0.97 2.37  -0.989
H28 1.10 0.04 -3.65  0.503
H29 1.22 1.00 -2.39  0.504
O10 1.40 0.14 -2.75  -0.966
H30 -0.66 0.01 -1.07  0.483
H31 0.28 -1.08 -1.66  0.529
O11 -0.30 -0.86 -0.86  -1.001
H32 2.11 -0.77 1.25  0.491
H33 0.94 -0.78 0.35  0.493
O12 1.31 -1.27 1.13  -0.975
H34 4.51 0.99 0.94  0.480
H35 3.19 0.94 0.57  0.441
O13 3.96 1.28 0.27  -0.913
H36 0.22 -1.24 2.40  0.454
H37 -0.80 -2.32 2.42  0.491
O14 -0.25 -1.73 3.00  -0.999
H38 1.05 -3.90 0.49  0.473
H39 0.15 -4.69 1.43  0.491
O15 0.25 -4.53 0.40  -0.958

Results
Orbital gap (alpha / beta) ... 10.25 / 4.18 eV
Energy relative to the best compared isomer or geometry (same formula, charge and spin) ... 3.695 eV
Net charge ... +1
Expectation value of S² ... 0.757
Multiplicity ... 2

This record from the Open Molecules 2025 dataset describes a molecular structure, C56H58N3OP3V in a non-equilibrium geometry. The level of theory is the ωB97M-V functional and the def2-TZVPD basis.

Last column: Löwdin spin population.
Positions of all 122 atoms, in Å:
V1 0.21 0.12 0.45  0.935
C1 2.90 1.33 2.30  0.001
C2 2.25 0.62 3.48  0.000
C3 1.16 1.44 4.15  0.000
C4 1.78 -0.78 3.10  -0.001
C5 1.53 -1.68 4.31  0.000
O1 0.24 -2.24 4.08  0.007
C6 -0.25 -1.72 2.96  0.010
N1 0.48 -0.84 2.36  -0.005
C7 -1.53 -2.37 2.58  0.000
C8 -2.24 -2.97 3.63  0.001
C9 -3.23 -3.89 3.38  0.000
C10 -3.47 -4.31 2.08  0.002
C11 -2.79 -3.70 1.04  -0.001
C12 -1.88 -2.67 1.26  0.000
P1 -1.34 -1.67 -0.18  -0.002
C13 -0.81 -2.96 -1.35  -0.001
C14 0.36 -3.65 -1.01  0.000
C15 0.85 -4.65 -1.83  0.000
C16 0.18 -4.97 -3.00  -0.001
C17 -0.98 -4.29 -3.35  0.000
C18 -1.48 -3.29 -2.52  -0.001
C19 -2.91 -0.96 -0.80  0.001
C20 -2.96 0.41 -0.96  0.007
C21 -4.11 1.05 -1.42  0.001
C22 -5.23 0.29 -1.73  0.000
C23 -5.19 -1.09 -1.59  0.000
C24 -4.04 -1.71 -1.12  0.000
H1 3.26 2.32 2.60  0.000
H2 2.21 1.48 1.47  0.000
H3 3.75 0.76 1.93  0.000
H4 3.05 0.45 4.22  0.000
H5 0.30 1.58 3.49  0.000
H6 1.53 2.43 4.42  0.000
H7 0.80 0.97 5.06  0.000
H8 2.53 -1.24 2.44  0.000
H9 1.50 -1.13 5.26  0.000
H10 2.24 -2.50 4.40  0.000
H11 -1.97 -2.74 4.65  0.000
H12 -3.78 -4.34 4.21  0.000
H13 -4.18 -5.09 1.88  0.000
H14 -2.97 -4.04 0.03  0.000
H15 0.88 -3.40 -0.09  0.000
H16 1.75 -5.18 -1.55  0.000
H17 0.56 -5.75 -3.64  0.000
H18 -1.50 -4.54 -4.26  0.000
H19 -2.38 -2.77 -2.81  0.000
H20 -2.09 1.01 -0.76  0.005
H21 -4.12 2.12 -1.53  0.000
H22 -6.12 0.77 -2.10  0.000
H23 -6.05 -1.69 -1.84  0.000
H24 -4.05 -2.79 -1.02  0.000
C25 -0.58 3.47 -0.62  0.004
C26 0.50 2.99 -1.58  -0.001
P2 0.25 1.20 -1.88  0.002
C27 1.62 0.71 -2.99  0.002
C28 2.48 1.64 -3.57  0.000
C29 3.41 1.25 -4.52  0.000
C30 3.48 -0.08 -4.91  0.000
C31 2.64 -1.02 -4.32  0.000
C32 1.72 -0.63 -3.36  0.000
C33 -1.16 1.20 -3.04  -0.002
C34 -1.66 -0.04 -3.44  0.000
C35 -2.72 -0.14 -4.32  0.000
C36 -3.31 1.02 -4.81  0.000
C37 -2.83 2.26 -4.42  0.000
C38 -1.76 2.35 -3.55  -0.001
P3 -0.39 2.65 1.02  0.005
C39 -2.05 2.56 1.73  0.000
C40 -2.42 1.41 2.42  0.001
C41 -3.70 1.27 2.93  0.000
C42 -4.62 2.28 2.76  0.000
C43 -4.26 3.45 2.08  0.000
C44 -2.98 3.59 1.58  0.000
C45 0.45 3.93 2.00  0.000
C46 -0.07 4.36 3.21  -0.001
C47 0.57 5.35 3.94  0.000
C48 1.73 5.92 3.46  -0.001
C49 2.26 5.50 2.24  0.000
C50 1.62 4.51 1.52  -0.001
H25 -1.57 3.22 -1.01  0.000
H26 -0.55 4.55 -0.48  0.000
H27 1.50 3.11 -1.15  0.000
H28 0.49 3.56 -2.51  0.000
H29 2.41 2.69 -3.31  0.000
H30 4.06 1.99 -4.97  0.000
H31 4.19 -0.38 -5.67  0.000
H32 2.69 -2.05 -4.62  0.000
H33 1.08 -1.37 -2.91  0.000
H34 -1.21 -0.95 -3.05  0.000
H35 -3.09 -1.11 -4.62  0.000
H36 -4.15 0.95 -5.49  0.000
H37 -3.29 3.16 -4.80  0.000
H38 -1.41 3.34 -3.27  0.000
H39 -1.70 0.60 2.57  0.000
H40 -3.97 0.36 3.46  0.000
H41 -5.62 2.18 3.15  0.000
H42 -4.98 4.24 1.96  0.000
H43 -2.70 4.50 1.06  0.000
H44 -0.99 3.92 3.60  0.000
H45 0.15 5.68 4.88  0.000
H46 2.23 6.70 4.02  0.000
H47 3.17 5.95 1.86  0.000
H48 2.06 4.19 0.58  0.000
N2 1.93 -0.60 -0.11  0.001
C51 3.01 -0.96 -0.34  0.019
N3 4.20 -1.37 -0.60  0.011
C52 5.04 -0.70 -1.61  0.001
C53 5.97 -1.74 -2.25  0.000
C54 5.24 -3.07 -2.41  0.000
C55 4.90 -3.68 -1.05  0.000
C56 4.74 -2.60 0.02  0.001
H49 5.60 0.10 -1.13  0.000
H50 4.37 -0.28 -2.35  0.000
H51 6.87 -1.87 -1.65  0.000
H52 6.30 -1.35 -3.21  0.000
H53 5.84 -3.76 -3.00  0.000
H54 4.32 -2.90 -2.98  0.000
H55 5.68 -4.37 -0.72  0.000
H56 3.98 -4.27 -1.12  0.000
H57 5.70 -2.33 0.46  0.001
H58 4.08 -2.90 0.83  0.000

Results
Orbital gap (alpha / beta) ... 7.64 / 7.14 eV
Net charge ... +2
Expectation value of S² ... 0.757
Multiplicity ... 2